Here is C11H11Cl2CoO3PYb as an isolated structure in a non-equilibrium geometry from the OMol25 dataset. Energies are from ωB97M-V/def2-TZVPD.

```
30
Properties=species:S:1:pos:R:3:forces:R:3
Yb 1.748 -3.187 -1.544 1.2023 -1.8725 -0.4200
Co 0.189 -1.030 -0.964 1.5344 -0.0457 0.7821
Cl 2.446 -1.268 -0.085 0.1042 -0.6319 -1.0912
Cl -0.709 -3.260 -1.241 1.0263 -0.0973 -0.1458
C -1.279 -0.575 -1.910 -7.0010 2.0456 -3.9764
C 4.121 -3.121 -2.681 4.1997 0.6685 -1.0617
C 1.617 -4.788 -3.597 -1.4658 -3.7403 -3.9160
O -2.326 -0.364 -2.371 4.8988 -1.0054 2.1218
O 5.206 -2.991 -3.021 -4.1087 -0.5722 1.1715
O 1.376 -5.547 -4.434 1.2754 3.6273 3.9098
C 0.640 0.155 2.730 0.9891 -0.1583 0.2291
P 0.059 -0.231 1.063 -0.7622 1.3043 3.2436
C -1.174 -1.495 1.490 -0.5006 0.1257 -0.7605
C -0.436 1.447 0.573 -1.4696 -1.3422 -0.1758
C 0.530 2.466 0.495 0.3957 -1.2215 0.1917
C 0.113 3.756 0.193 -1.2958 2.0239 -0.5197
C -1.247 4.014 -0.018 1.0905 0.6024 0.0259
C -2.194 2.987 0.069 -0.9270 2.0568 -0.3755
C -1.789 1.691 0.367 1.5069 -2.0953 0.4742
H 0.975 -0.745 3.256 0.0660 0.1751 -0.0448
H -0.244 0.560 3.254 0.1587 -0.1418 -0.2628
H 1.424 0.918 2.740 -0.0060 -0.2094 0.0913
H -1.705 -1.164 2.385 -0.1579 -0.1173 -0.0165
H -1.856 -1.701 0.656 -0.1909 -0.1040 0.4769
H -0.593 -2.408 1.700 -0.1967 0.2909 0.0856
H 1.584 2.234 0.662 -0.1504 0.2288 -0.0207
H 0.848 4.563 0.127 -0.2549 -0.1591 0.0204
H -1.569 5.025 -0.248 -0.0033 -0.0729 0.0129
H -3.252 3.194 -0.092 0.1180 0.0973 -0.0033
H -2.501 0.869 0.445 -0.0749 0.3404 -0.0462
```
Forces are in eV/Å.

Results
- Kohn-Sham gap (alpha / beta): 7.25 / 6.11 eV
- Strongest force on any atom: 0.1615 Eh/bohr
- Total charge: +4
- Multiplicity: 6
- ΔE to the lowest compared entry with this formula, charge and spin: 152.7 kJ/mol
- HOMO level (alpha / beta): -22.47 / -23.46 eV

Here are the Löwdin charges for atoms 1 to 6, given in e: atom 1 (Yb): 1.283, atom 2 (Co): -0.060, atom 3 (Cl): 0.200, atom 4 (Cl): 0.263, atom 5 (C): -0.121, atom 6 (C): -0.005

---

Here is a 2-piece molecular cluster, C3H3Br2N overall in a non-equilibrium geometry from the OMol25 dataset. Energies are from ωB97M-V/def2-TZVPD.

```
9
Properties=species:S:1:pos:R:3:forces:R:3
C -0.446 1.195 -0.222 0.4231 -0.7868 0.4936
C 1.422 -1.275 -0.888 -0.4962 0.1735 -0.2377
C -2.233 -0.289 0.699 1.2398 0.7810 -1.1508
N -1.295 0.514 0.312 -1.1383 -0.0564 -0.1039
Br 0.768 -2.373 0.484 -0.0463 0.1996 -0.3607
Br -3.428 -1.171 -0.423 -0.7208 0.3445 -1.1748
H -0.188 2.256 -0.145 -0.6655 -0.3466 -0.0205
H 0.589 -1.273 -1.653 0.3906 -0.1775 0.6197
H -2.166 -0.991 1.462 1.0136 -0.1313 1.9351
```
Forces are in eV/Å.

Results
- Kohn-Sham gap: 7.50 eV
- Strongest force on any atom: 0.0426 Eh/bohr
- Total charge: 0
- ΔE to the lowest compared entry with this formula, charge and spin: 618.0 kJ/mol
- HOMO level: -8.36 eV

Here are the Löwdin charges for atoms 1 to 6, given in e: atom 1 (C): 0.091, atom 2 (C): -0.451, atom 3 (C): -0.676, atom 4 (N): -0.122, atom 5 (Br): 0.529, atom 6 (Br): 0.666

---

Here is one molecule with the formula C22H30N6O3 in a non-equilibrium geometry from the OMol25 dataset. Energies are from ωB97M-V/def2-TZVPD.

```
61
Properties=species:S:1:pos:R:3:forces:R:3
C -5.238 -1.407 -0.293 -0.2892 -0.0597 0.0110
N -3.789 -1.326 -0.382 -0.2302 0.0543 -0.0147
C -3.293 -0.156 -0.960 0.3126 -0.0157 -0.0731
O -4.043 0.692 -1.407 -0.1386 0.0850 -0.1146
C -1.865 -0.136 -0.944 0.3841 -0.8708 0.1737
C -1.114 -1.210 -0.500 -0.4186 1.3784 -0.5973
N 0.206 -0.950 -0.620 0.1137 -0.4359 0.1450
C 0.277 0.272 -1.116 -0.3618 0.0883 -0.0669
C 1.538 0.998 -1.446 0.2059 0.1623 -0.0469
N 2.723 0.233 -1.140 -0.1188 0.0518 -0.0478
C 2.917 0.058 0.287 0.0284 -0.2792 0.2434
C 4.118 -0.844 0.534 -0.2170 0.2022 0.1551
N 5.311 -0.246 -0.042 0.0445 -0.1025 -0.0872
C 6.527 -0.972 0.290 0.1731 0.1131 0.3063
C 6.995 -0.556 1.690 -0.1263 -0.3007 -0.1112
O 7.067 0.841 1.790 0.0493 0.3726 0.0221
C 5.110 -0.086 -1.471 -0.0808 0.2995 -0.1374
C 3.913 0.825 -1.719 0.1901 -0.1243 -0.1691
N -0.945 0.811 -1.344 0.1278 -0.5148 -0.0313
C -1.293 2.173 -1.658 -0.0016 0.6817 -0.0136
C -1.253 3.050 -0.389 -0.0910 -0.1962 -0.1266
C -2.088 2.416 0.689 0.0637 0.2384 0.1127
C -3.455 2.645 0.753 0.1192 0.0356 0.1063
C -4.237 1.974 1.676 -0.0999 0.0211 0.0207
C -3.661 1.059 2.541 -0.0883 -0.0440 0.0496
C -2.296 0.836 2.496 0.0974 -0.0821 0.0505
C -1.514 1.515 1.578 -0.0301 0.0980 0.0859
N -1.693 -2.334 -0.005 -0.0590 -0.1400 0.0279
C -0.889 -3.442 0.465 -0.0030 -0.2593 0.1236
C -3.065 -2.408 0.101 0.2354 -0.0446 0.0170
O -3.602 -3.382 0.583 -0.0751 -0.3048 0.1627
H -5.669 -1.355 -1.293 -0.0234 0.0153 0.0664
H -5.498 -2.347 0.185 0.0248 0.1169 -0.0542
H -5.608 -0.563 0.290 -0.0307 -0.0290 -0.0422
H 1.536 1.979 -0.926 0.0073 -0.0643 -0.1176
H 1.535 1.204 -2.524 0.0113 0.0677 0.0920
H 2.023 -0.412 0.696 0.1092 0.0633 0.0667
H 3.083 1.030 0.788 -0.0115 -0.0361 -0.0163
H 4.260 -0.967 1.609 -0.0255 -0.0326 -0.0142
H 3.916 -1.833 0.089 0.0232 0.0123 0.0497
H 6.396 -2.064 0.241 -0.0030 0.0226 -0.0526
H 7.298 -0.683 -0.427 -0.0253 -0.0341 0.0110
H 6.311 -0.956 2.454 0.1105 -0.0512 -0.0644
H 7.995 -0.948 1.888 -0.1016 -0.0708 -0.0137
H 6.298 1.180 1.307 0.0211 -0.0525 -0.0300
H 6.004 0.366 -1.906 -0.0336 -0.0504 0.0084
H 4.926 -1.056 -1.964 0.0390 0.0382 -0.0086
H 3.766 0.938 -2.796 -0.0028 0.0336 0.0219
H 4.123 1.821 -1.286 0.0007 -0.0384 -0.0522
H -2.312 2.158 -2.052 0.1884 0.0119 -0.0473
H -0.609 2.562 -2.416 -0.0798 -0.0576 0.0044
H -1.638 4.037 -0.646 0.0569 0.0505 0.0052
H -0.222 3.156 -0.047 -0.0099 0.0627 -0.0229
H -3.913 3.339 0.064 -0.0626 0.0644 -0.1077
H -5.300 2.157 1.710 -0.0961 0.0100 0.0018
H -4.273 0.522 3.251 -0.0576 -0.0297 0.0697
H -1.839 0.128 3.172 0.0365 -0.0594 0.0689
H -0.448 1.333 1.546 0.1193 -0.0186 -0.0325
H -1.307 -4.375 0.089 0.0759 0.0473 0.0339
H 0.123 -3.292 0.098 -0.0186 -0.0528 0.0312
H -0.891 -3.475 1.555 0.0419 -0.0469 -0.0309
```
Forces are in eV/Å.

Results
- Kohn-Sham gap: 8.73 eV
- Strongest force on any atom: 0.0303 Eh/bohr
- SMILES: Cn1c(=O)c2c(nc(CN3CCN(CCO)CC3)n2CCc2ccccc2)n(C)c1=O
- Total charge: 0
- ΔE to the lowest compared entry with this formula, charge and spin: 0.0 kJ/mol
- HOMO level: -8.15 eV

Here are the Löwdin charges for atoms 1 to 6, given in e: atom 1 (C): -0.001, atom 2 (N): 0.043, atom 3 (C): -0.374, atom 4 (O): 0.070, atom 5 (C): -0.076, atom 6 (C): -0.213